ORCA calculation (the ωB97M-V functional and the def2-TZVPD basis) on C33H51AgF5N6O4P2Te as an isolated structure.

Relative energy (zero: lowest compared OMol25 entry of this formula, charge and spin), kcal/mol: 4.06
Charge: -1
Gap between HOMO and LUMO, eV: 7.5783
Highest occupied orbital energy, eV: -5.1
Total energy, Eh: -3514.81096

```
103
C33H51AgF5N6O4P2Te (the ωB97M-V functional and the def2-TZVPD basis)
Ag -0.62164 -0.36597 -0.41986
O 3.18504 2.54458 0.87531
C 3.83499 1.75679 1.74771
C 4.94628 2.28301 2.41183
C 5.63647 1.51723 3.33056
C 5.23615 0.21154 3.60539
C 4.13773 -0.31049 2.94675
C 3.42147 0.43988 2.01493
C 2.21238 -0.11464 1.33067
O 1.62050 0.62728 0.49069
N 1.88197 -1.35351 1.68347
N 0.72636 -1.74780 1.10138
C 0.30202 -2.91323 1.39126
C -0.99775 -3.37192 0.88527
C -1.50228 -4.61046 1.28432
C -2.75485 -5.00139 0.84888
C -3.47950 -4.14964 0.02870
C -2.90026 -2.94160 -0.33166
N -1.69244 -2.56791 0.07269
H 2.42255 1.97881 0.55073
H 5.23981 3.30051 2.18701
H 6.49455 1.94062 3.83966
H 5.77691 -0.38789 4.32648
H 3.79627 -1.31851 3.13907
H 0.86099 -3.56660 2.06282
H -0.91198 -5.24153 1.93656
H -3.16543 -5.95684 1.15201
H -4.46873 -4.40625 -0.32454
H -3.41801 -2.23344 -0.97109
F -3.89110 2.84463 -2.07821
Te -3.59949 1.31845 -1.01500
F -2.00837 2.21064 -0.52762
F -3.54007 0.15177 0.47189
F -4.51927 2.33794 0.26420
F -5.32487 0.80029 -1.57048
O -2.74573 0.14401 -2.05144
C -0.37929 2.78159 5.27734
N -0.27558 1.63707 4.40321
C 1.00793 0.95719 4.42448
P -1.39988 1.33228 3.21569
O -0.96746 0.20994 2.36558
N -1.66074 2.70067 2.28688
C -2.38588 3.86648 2.76072
C -0.50568 3.03971 1.45394
N -2.83913 1.16673 4.03111
C -4.03753 0.96942 3.22284
C -2.92557 0.57228 5.34846
H -0.19159 2.48815 6.31721
H -1.37822 3.21367 5.22722
H 0.34764 3.56125 5.01651
H 1.22537 0.59496 5.43655
H 1.81917 1.62925 4.12248
H 0.98594 0.10995 3.74242
H -3.16569 3.57658 3.46065
H -2.85858 4.35947 1.90736
H -1.72612 4.59591 3.25041
H -0.09473 2.13663 1.00394
H 0.28080 3.54183 2.03439
H -0.82809 3.70474 0.65128
H -3.90610 1.38919 2.22700
H -4.89371 1.45920 3.69823
H -4.26293 -0.09590 3.10902
H -1.94438 0.52337 5.81443
H -3.32489 -0.44709 5.28986
H -3.59323 1.15835 5.98986
C 3.30734 -0.84635 -2.04524
C 2.25907 -1.60382 -2.86415
C 1.90669 -2.90290 -2.12470
C 2.84181 -1.97900 -4.22669
P 0.65639 -0.61973 -2.84963
C -0.35599 -1.53484 -4.08047
C -0.13417 -1.57667 -5.45902
C -0.96244 -2.31100 -6.29325
C -2.02846 -3.02780 -5.76353
C -2.26223 -2.99694 -4.39872
C -1.43552 -2.25051 -3.56952
C 0.91233 1.09609 -3.58953
C 1.28555 2.02095 -2.42184
C 1.96371 1.26247 -4.68783
C -0.45338 1.54485 -4.12510
H 4.16448 -1.50210 -1.86317
H 2.90634 -0.53054 -1.08331
H 3.67279 0.03838 -2.56892
H 2.81121 -3.50816 -2.00696
H 1.17446 -3.49086 -2.68384
H 1.50104 -2.69784 -1.13332
H 3.74956 -2.56974 -4.06296
H 3.11827 -1.11043 -4.82273
H 2.15158 -2.59372 -4.80431
H 0.69124 -1.03116 -5.89473
H -0.77601 -2.32336 -7.36041
H -2.67658 -3.59947 -6.41658
H -3.09856 -3.53846 -3.97406
H -1.63500 -2.19754 -2.50860
H 2.23417 1.74740 -1.95976
H 0.51913 2.00284 -1.64525
H 1.37029 3.04627 -2.79544
H 2.97042 1.04274 -4.33157
H 1.95555 2.30658 -5.01749
H 1.76377 0.64602 -5.56393
H -1.25195 1.34505 -3.40920
H -0.70924 1.04032 -5.05785
H -0.42015 2.62179 -4.31585
```

Mulliken atomic charge list, values in e, 6 entries: atom 1 (Ag): 3.622, atom 2 (O): -0.750, atom 3 (C): 0.386, atom 4 (C): -0.844, atom 5 (C): -0.298, atom 6 (C): -0.903